Computed, not measured: an isolated molecule of C19H26N2O5S at a distorted geometry, with ωB97M-V/def2-TZVPD.

Positions of all 53 atoms, in Å:
C1 -3.9924 -2.1936 -1.3974
N1 -4.8755 -1.1038 -1.0723
C2 -5.0274 -0.0973 -2.0915
S1 -4.7017 -0.5116 0.4832
O1 -4.6932 -1.6399 1.3660
O2 -5.6902 0.5076 0.6636
C3 -3.0731 0.2388 0.5011
C4 -2.9088 1.5354 0.0523
C5 -1.6448 2.0947 0.0002
C6 -0.5429 1.3438 0.4074
N2 0.7576 1.8458 0.3840
C7 1.2099 3.0309 -0.1004
O3 0.5360 3.8999 -0.5987
C8 2.7266 3.1960 0.0391
O4 3.3599 2.0568 0.6045
C9 4.2455 1.3781 -0.1601
O5 4.5341 1.6961 -1.2792
C10 4.7754 0.1828 0.5870
C11 4.4796 -1.1065 -0.1928
C12 4.9997 -2.3619 0.5408
C13 3.7445 -3.2270 0.6973
C14 3.3412 -3.7479 -0.6867
C15 2.7970 -2.4865 -1.3875
C16 2.9736 -1.3958 -0.3244
C17 2.6702 -2.1711 0.9572
C18 -0.7229 0.0375 0.8676
C19 -1.9878 -0.5150 0.9076
H1 -3.9459 -2.8417 -0.5260
H2 -4.4021 -2.7514 -2.2398
H3 -2.9821 -1.8480 -1.6556
H4 -5.5081 -0.5388 -2.9649
H5 -4.0654 0.3371 -2.3945
H6 -5.6685 0.6799 -1.6838
H7 -3.7788 2.1048 -0.2326
H8 -1.5020 3.1038 -0.3484
H9 1.4641 1.2406 0.7877
H10 2.9228 4.0567 0.6852
H11 3.1476 3.3965 -0.9535
H12 5.8573 0.2966 0.6805
H13 4.3334 0.1581 1.5828
H14 4.9319 -0.9989 -1.1811
H15 5.7789 -2.8742 -0.0210
H16 5.4065 -2.0999 1.5182
H17 3.8453 -4.0084 1.4485
H18 4.1884 -4.1822 -1.2152
H19 2.5710 -4.5143 -0.6003
H20 3.3392 -2.2498 -2.3017
H21 1.7431 -2.6010 -1.6432
H22 2.3731 -0.5079 -0.5223
H23 2.8427 -1.6030 1.8701
H24 1.6649 -2.5892 0.9736
H25 0.1315 -0.5379 1.1932
H26 -2.1554 -1.5169 1.2690

Atomic forces in eV per Å
C 0.25 -0.35 0.06
N -0.14 0.28 1.03
C -0.10 0.38 -0.17
S 0.03 -0.10 -0.19
O 0.31 -0.08 -0.12
O 0.16 0.23 -0.23
C -0.75 -0.33 0.00
C 0.00 0.00 0.02
C 0.02 0.12 -0.06
C -0.38 -0.03 -0.06
N 0.24 -0.45 0.28
C 0.52 -0.20 0.13
O -0.04 0.23 -0.08
C 0.01 0.51 -0.47
O -0.26 0.13 0.40
C 0.25 -0.19 -0.07
O 0.02 -0.04 -0.02
C -0.02 -0.13 -0.25
C 0.02 0.30 -0.01
C 0.03 -0.12 0.02
C 0.12 -0.28 0.16
C 0.03 -0.17 0.06
C -0.11 0.14 -0.14
C -0.05 0.17 -0.20
C 0.01 0.01 0.06
C -0.08 0.11 -0.06
C 0.11 -0.08 0.07
H 0.11 -0.19 -0.14
H 0.00 0.02 0.01
H -0.01 -0.02 -0.03
H 0.02 0.00 0.02
H -0.01 -0.01 -0.04
H -0.03 0.10 -0.24
H -0.06 0.15 -0.05
H -0.01 0.01 0.01
H -0.12 0.21 -0.13
H -0.06 -0.14 -0.07
H -0.19 0.00 0.22
H 0.00 0.05 0.06
H 0.07 -0.04 0.01
H -0.04 0.00 0.02
H 0.08 -0.03 0.02
H 0.06 0.02 0.05
H -0.01 -0.01 0.03
H 0.03 -0.08 -0.01
H 0.01 -0.04 -0.02
H -0.02 0.04 -0.06
H -0.01 0.01 -0.04
H -0.06 0.06 -0.02
H -0.01 0.05 0.11
H -0.11 -0.01 0.02
H 0.11 -0.08 0.04
H 0.07 -0.13 0.07

The largest force on an atom comes out at 0.0209 hartree/bohr. The value obtained for the frontier orbital gap is 0.35078 Eh. Its molar mass is 394.5 g/mol. Its SMILES is CN(C)S(=O)(=O)c1ccc(NC(=O)COC(=O)C[C@H]2C[C@@H]3CC[C@H]2C3)cc1. As for the energy above the lowest of the compared OMol25 structures with the same formula, charge and spin: 0.895 eV. The value obtained for the LUMO energy is 0.0158 Ha.

=====

Computed, not measured: an isolated molecule of C19H26O3 at a distorted geometry, with ωB97M-V/def2-TZVPD.

Positions of all 48 atoms, in Å:
C1 -3.3651 1.9426 3.4431
C2 -2.1410 1.0711 3.5671
O1 -1.4516 1.2267 2.2888
C3 -0.2698 0.5828 2.2534
O2 0.1642 0.1222 3.3205
C4 0.2595 0.4210 0.7851
C5 -0.5615 -1.1107 0.0982
C6 -2.1000 -0.8409 0.0795
C7 -0.2357 -2.0632 1.2926
C8 -0.1053 -1.6212 -1.2907
C9 1.1263 -2.3212 -1.4948
C10 1.4057 -2.9089 -2.7410
C11 0.6750 -2.6503 -3.9046
C12 -0.4616 -1.8731 -3.7215
C13 -0.8101 -1.3254 -2.4803
C14 -0.2181 1.5902 -0.0487
C15 0.7125 2.3156 -1.0191
C16 1.6874 1.3919 -1.8176
C17 3.0095 1.1302 -1.0719
C18 2.8862 1.1769 0.4531
C19 1.7559 0.1404 0.9474
O3 2.1807 -0.9550 1.3303
H1 -4.1037 1.8860 4.2638
H2 -3.0485 2.9978 3.4623
H3 -3.8971 1.7768 2.4754
H4 -1.4473 1.4405 4.3235
H5 -2.3765 -0.0099 3.7388
H6 -2.2243 0.0646 -0.5117
H7 -2.6611 -1.6643 -0.4413
H8 -2.5818 -0.6447 1.0724
H9 0.6883 -2.6418 1.0932
H10 0.0169 -1.4895 2.2065
H11 -1.1471 -2.6329 1.6485
H12 1.8697 -2.3046 -0.6750
H13 2.2570 -3.6032 -2.8616
H14 0.8532 -3.1918 -4.8458
H15 -1.0945 -1.6910 -4.5775
H16 -1.6374 -0.6106 -2.4779
H17 -1.0370 1.2352 -0.7437
H18 -0.6465 2.3661 0.6749
H19 1.2241 3.1141 -0.4420
H20 0.0573 2.8277 -1.7572
H21 1.8431 1.8841 -2.8059
H22 1.1943 0.4588 -2.1171
H23 3.7822 1.8374 -1.4211
H24 3.4112 0.1353 -1.3247
H25 2.7453 2.2301 0.8210
H26 3.8172 0.7880 0.9533

Atomic forces in eV per Å
C -0.75 0.92 -0.32
C -0.17 -0.07 -0.18
O -0.05 -0.48 0.13
C -0.34 -0.95 1.76
O 0.20 0.98 -2.69
C -0.78 -1.46 0.04
C -0.02 0.42 2.48
C 0.13 0.03 -0.15
C -0.34 -0.52 0.49
C 1.37 0.80 -0.57
C -0.75 0.34 0.25
C 1.18 -0.19 -0.20
C -0.96 -0.71 1.22
C 0.12 0.38 -0.16
C -0.13 -0.09 0.27
C -1.19 1.28 -0.39
C 0.42 0.15 -0.29
C -0.36 0.95 -0.39
C 0.35 -0.32 -0.40
C -0.41 -0.28 1.46
C 2.35 -1.03 -0.81
O -0.74 2.35 -0.60
H 0.50 -0.49 -0.28
H -0.05 -0.28 -0.23
H 0.38 -0.02 0.76
H -0.30 -0.30 0.18
H 0.35 0.87 -0.18
H -0.66 -0.11 0.00
H 0.71 0.63 0.56
H 0.78 -0.34 -0.77
H -1.12 -0.20 0.20
H -0.12 -0.77 -0.91
H 1.04 -0.03 -1.01
H -0.62 -0.67 -0.52
H -0.25 0.67 0.40
H 0.12 0.50 0.53
H -0.12 0.28 -0.03
H 0.02 -0.53 0.18
H 0.69 0.46 1.22
H 0.31 -0.99 -1.42
H 0.14 -0.40 -0.70
H 0.39 -0.17 0.52
H 0.36 -0.23 0.70
H -0.04 0.09 0.47
H -0.30 -0.11 0.35
H -0.23 0.23 -0.08
H -0.20 -1.01 -0.28
H -0.89 0.39 -0.61

The largest force on an atom comes out at 0.0558 hartree/bohr. The value obtained for the frontier orbital gap is 0.34949 Eh. Its molar mass is 302.4 g/mol. Its SMILES is CCOC(=O)[C@@]1(C(C)(C)c2ccccc2)CCCCCC1=O. As for the energy above the lowest of the compared OMol25 structures with the same formula, charge and spin: 1.765 eV. The value obtained for the LUMO energy is 0.0188 Ha.

=====

Computed, not measured: a structure of composition C19H27AsN8O3S5Tc at a distorted geometry, with ωB97M-V/def2-TZVPD.

Positions of all 64 atoms, in Å:
Tc1 0.2177 -0.5132 1.0079
C1 4.2305 0.9257 0.5502
C2 2.6775 0.7469 0.3219
N1 1.9349 0.0953 1.4775
N2 2.1941 0.7919 2.6856
C3 1.1885 0.7213 3.6428
N3 1.5103 1.2591 4.8377
S1 -0.3322 0.2730 3.3148
C4 2.3084 -0.0857 -0.9421
C5 3.1755 -0.2681 -2.0399
C6 2.8108 -1.0789 -3.1529
C7 1.5887 -1.7268 -3.0827
C8 0.8424 -1.5843 -1.9127
N4 1.1621 -0.7855 -0.9032
H1 4.3046 1.7746 1.2384
H2 4.8191 1.1308 -0.3766
H3 4.6015 0.0048 0.9398
H4 3.1145 0.5990 3.0592
H5 2.4435 1.5125 5.0899
H6 0.7450 1.2091 5.5671
H7 4.1173 0.1898 -2.0292
H8 3.4433 -1.1406 -4.0276
H9 1.1820 -2.4035 -3.8465
H10 -0.0380 -2.2184 -1.7441
S2 -8.4857 -5.2120 -4.4903
As1 -8.9471 -6.9587 -3.4061
S3 -8.4457 -4.1424 -1.5401
S4 -7.3890 -3.9400 -3.2865
S5 -8.4857 -6.2260 -1.4414
C9 -0.7765 4.2907 1.5912
C10 0.3510 4.6221 0.6667
C11 0.3088 3.6268 -0.5805
C12 1.2179 4.2017 -1.6629
C13 1.3805 3.3459 -2.8766
C14 -1.1659 3.5180 -1.0529
O1 -1.8206 4.3408 -1.6033
N5 -1.8837 2.3269 -0.7577
C15 -1.3045 1.3335 -0.0755
O2 -1.7704 0.2205 0.2601
N6 0.0416 1.3548 0.2114
C16 0.8259 2.2982 -0.0847
O3 2.1460 2.1376 0.1114
H11 -0.6649 4.9960 2.4240
H12 -0.8262 3.2675 2.0118
H13 -1.6831 4.5917 1.0304
H14 1.3261 4.6438 1.1520
H15 0.2392 5.6301 0.2861
H16 2.1884 4.3677 -1.1342
H17 0.8709 5.1644 -1.9792
H18 1.5675 2.3033 -2.6215
H19 2.2512 3.6834 -3.3855
H20 0.5744 3.4217 -3.5547
H21 -2.8697 2.3152 -1.0377
C17 -1.9111 -5.1244 2.6643
N7 -0.9634 -4.7705 1.6044
C18 -0.7305 -5.6990 0.4696
C19 -0.6198 -3.5063 1.5664
N8 -0.3209 -2.4155 1.4263
H22 -2.9488 -4.7181 2.4853
H23 -1.5540 -4.7333 3.6297
H24 -1.9451 -6.2061 2.7601
H25 0.0619 -5.2529 -0.0952
H26 -1.6545 -5.7823 -0.1564
H27 -0.4268 -6.7436 0.7960

Atomic forces in eV per Å
Tc 0.34 0.31 0.96
C -1.71 0.82 -0.83
C 0.02 -0.56 -0.39
N 0.34 0.74 -1.25
N -0.63 -0.70 0.50
C 2.48 1.91 0.54
N -2.08 -0.91 0.59
S -1.79 -1.12 -1.11
C 1.35 -0.61 -0.77
C -1.61 -0.61 0.02
C -0.43 0.89 1.12
C -0.24 -0.29 0.24
C -0.48 -0.68 -0.19
N -0.07 -0.24 0.64
H 0.44 -0.31 -0.06
H -0.82 0.11 0.74
H 0.32 -0.58 0.58
H 0.25 0.07 -0.10
H 0.26 0.17 0.21
H 1.69 0.21 -1.10
H 1.09 0.65 -0.13
H 0.12 -0.09 0.12
H 0.48 0.45 0.24
H 0.22 0.50 -0.21
S -0.26 0.40 -1.00
As 0.02 0.13 0.45
S -0.08 -0.12 -0.67
S 0.00 -0.22 0.67
S 0.15 -0.26 0.49
C -0.56 1.15 0.69
C 0.08 -0.95 -0.72
C 0.36 0.71 0.36
C 0.86 -0.12 0.85
C 0.79 -0.60 0.57
C -0.36 -0.47 0.23
O 0.70 1.13 -0.44
N 0.43 -0.62 0.67
C -0.52 -1.43 -0.37
O -0.19 0.78 -0.20
N -0.67 -0.14 0.22
C 1.86 1.19 -0.23
O -0.90 -0.01 -0.22
H -0.45 -0.33 0.10
H 0.08 0.45 -0.39
H 0.02 -0.50 0.82
H 0.17 -0.55 -0.15
H -0.27 0.13 -0.30
H -0.57 -0.09 -0.59
H -0.40 0.64 0.15
H -0.08 -0.24 -0.04
H 0.74 0.21 -0.67
H -1.06 -0.02 -0.66
H 0.48 -0.10 0.23
C -0.91 0.23 0.72
N -0.16 0.40 0.48
C -0.65 -0.62 0.19
C -0.81 -3.67 -0.58
N 0.92 2.40 -0.39
H 1.08 -0.47 -0.02
H -0.12 -0.09 -0.39
H -0.05 -0.01 -0.12
H 0.44 -0.05 -0.55
H 0.73 0.10 0.51
H -0.35 1.50 -0.03

The largest force on an atom comes out at 0.0740 hartree/bohr. The value obtained for the frontier orbital gap is 0.19178 Eh. Its molar mass is 748.7 g/mol. The net charge is +3. As for the energy above the lowest of the compared OMol25 structures with the same formula, charge and spin: 0.000 eV. The value obtained for the LUMO energy is -0.3631 Ha.

=====

> Which of these has the highest largest force on an atom?

C19H27AsN8O3S5Tc

=====

> Among the records above, which one has the highest frontier orbital gap?

C19H26N2O5S

=====

> Among the records above, which one has the highest largest force on an atom?

C19H27AsN8O3S5Tc